1.
An isolated molecule of C10H10N2OS in a non-equilibrium geometry. Source: the Open Molecules 2025 dataset; level of theory: ωB97M-V/def2-TZVPD.

Summary:
highest occupied orbital energy: -8.34 eV
total charge: 0
strongest force on any atom: 1.61 eV Å⁻¹

Cartesian coordinates (Å):
C  -2.57245  -2.26750  -0.25972
C  -1.57807  -2.55968  -1.17864
C  -2.59296  -1.03884  0.37946
C  -0.61642  -1.61197  -1.48144
C  -1.62882  -0.08721  0.09160
C  2.71764  0.95126  1.99906
C  1.60092  1.70245  2.40445
C  2.39286  0.55939  0.71855
C  -0.65907  -0.37865  -0.85127
C  -0.40992  2.02399  -1.91934
N  0.68356  1.75586  1.45994
N  1.17351  1.04769  0.43533
O  3.00714  -0.17664  -0.24199
S  0.55765  0.85060  -1.33158
H  -3.32771  -3.00735  -0.03759
H  -1.55348  -3.52460  -1.66265
H  -3.36052  -0.81742  1.10535
H  0.16170  -1.81916  -2.20003
H  -1.61012  0.86242  0.60661
H  3.60881  0.73690  2.55386
H  1.43527  2.19754  3.34155
H  3.89314  -0.40160  0.06192
H  0.07860  2.81989  -2.44558
H  -1.40127  2.18264  -1.54784

2.
A structure of composition C37H26BrLaN8O10Se in a non-equilibrium geometry. Source: the Open Molecules 2025 dataset; level of theory: ωB97M-V/def2-TZVPD.

Summary:
highest occupied orbital energy: -7.37 eV
total charge: 0
strongest force on any atom: 1.55 eV Å⁻¹

Cartesian coordinates (Å):
La  0.52947  -0.37276  0.05524
O  -6.50698  0.67926  -0.24310
C  -6.49105  -0.21432  -1.24760
O  -7.50443  -0.68309  -1.69154
C  -5.12678  -0.55097  -1.76137
C  -4.15737  0.43445  -1.86086
C  -2.84636  0.09336  -2.09309
C  -2.49136  -1.23811  -2.21015
C  -3.47388  -2.21899  -2.25640
C  -4.80370  -1.87002  -2.04099
N  -1.11624  -1.59054  -2.00469
C  -0.53641  -2.42311  -2.75496
C  0.83873  -2.90497  -2.45495
C  1.31793  -4.02307  -3.10931
C  2.57769  -4.50499  -2.78115
C  3.32671  -3.82721  -1.83943
C  2.78153  -2.69298  -1.25785
N  1.55934  -2.25185  -1.53324
H  -5.60770  0.82385  0.13849
H  -4.40891  1.46998  -1.67487
H  -2.08210  0.85263  -2.07548
H  -3.19172  -3.26554  -2.33056
H  -5.57854  -2.62596  -1.99676
H  -1.01947  -2.83309  -3.64427
H  0.70643  -4.51191  -3.85717
H  2.96772  -5.39279  -3.26232
H  4.31932  -4.15586  -1.56103
H  3.35741  -2.10137  -0.55165
C  3.72611  2.30611  -2.19634
C  3.17106  1.76685  -0.91105
O  2.74425  0.61034  -0.84502
N  3.17082  2.59037  0.14952
C  2.57872  2.26146  1.45599
C  3.29051  1.11736  2.13863
C  4.26998  1.37206  3.08594
C  4.96155  0.31261  3.64951
C  4.65840  -0.96994  3.23070
C  3.65016  -1.13451  2.29763
N  2.95805  -0.12482  1.76431
H  3.06020  1.99552  -3.00128
H  4.70459  1.85555  -2.37253
H  3.82454  3.39126  -2.19698
H  3.51060  3.52524  0.00823
H  1.52294  2.04867  1.33770
H  2.65794  3.15581  2.06794
H  4.48234  2.39380  3.37608
H  5.72548  0.48783  4.39763
H  5.17668  -1.83455  3.62592
H  3.36575  -2.12858  1.98223
O  -3.99731  2.48229  3.69577
C  -3.19802  1.81607  3.10583
C  -1.73590  1.57331  3.50204
O  -1.19205  1.96590  4.50252
C  -1.15477  0.77846  2.39721
C  -2.13857  0.46415  1.46301
O  -1.85295  -0.22841  0.39249
C  -3.41639  1.07201  1.79078
O  -4.46018  1.02853  1.15613
O  0.07690  0.42608  2.26868
Se  -1.83116  -2.74472  0.71397
N  -2.36147  -2.92737  2.34325
C  -1.26443  -2.77567  3.11612
C  -1.25930  -2.79007  4.52506
C  -0.05682  -2.64856  5.14817
C  1.12247  -2.51124  4.37478
N  1.15864  -2.50076  3.06457
C  -0.02698  -2.60527  2.43495
N  -0.11135  -2.56981  1.07493
H  -2.18699  -2.89965  5.07178
H  0.01169  -2.64149  6.22741
H  2.08084  -2.40305  4.87872
Br  -1.61880  4.22308  -6.03086
C  -1.03069  4.23442  -4.23963
C  -0.88740  5.44166  -3.57162
N  -0.47633  5.51986  -2.30456
C  -0.21350  4.37608  -1.66998
C  -0.31859  3.13016  -2.27139
C  -0.73387  3.05504  -3.59180
C  0.02292  1.88399  -1.51399
O  0.29967  0.84192  -2.16071
O  0.03586  1.92141  -0.24240
H  -1.11428  6.37388  -4.07660
H  0.09579  4.44483  -0.63322
H  -0.81670  2.09449  -4.08516

3.
A structure of composition C13H23Al2BrCl7F4Li2N4O9P2 in a non-equilibrium geometry. Source: the Open Molecules 2025 dataset; level of theory: ωB97M-V/def2-TZVPD.

Summary:
highest occupied orbital energy: -9.74 eV
total charge: +1
strongest force on any atom: 4.07 eV Å⁻¹

Cartesian coordinates (Å):
C  1.21294  3.14840  0.60335
N  2.21620  2.97628  -0.47303
C  3.49472  2.40587  0.00417
O  3.85982  1.26370  -0.82500
P  3.40024  -0.20006  -0.10192
O  2.03870  -0.04940  0.63511
O  3.10984  -1.26747  -1.39703
Br  4.52801  -2.39501  -1.70002
O  4.60259  -0.75972  0.93815
C  4.06181  -1.69754  1.90773
C  5.13811  -2.22608  2.94897
N  6.02020  -1.16428  3.49220
H  0.73600  2.19296  0.96977
H  1.64016  3.68446  1.50834
H  0.36442  3.77136  0.15293
H  1.84599  2.49178  -1.29195
H  3.49978  2.11083  1.09438
H  4.28768  3.20783  -0.16301
H  3.18148  -1.31736  2.49826
H  3.68910  -2.60727  1.32634
H  5.75098  -3.10347  2.56543
H  4.54557  -2.63529  3.83088
H  6.78042  -0.92388  2.84901
H  6.49911  -1.57947  4.30580
C  -2.45589  1.55239  0.76689
Cl  -3.60537  0.62012  1.74189
Cl  -3.10663  1.77845  -0.86218
Cl  -2.18380  3.13553  1.52704
Cl  -0.90885  0.66817  0.67322
C  2.44483  7.36230  0.78886
C  2.43273  6.40530  1.92948
N  2.42660  5.65958  2.81927
H  2.85013  8.33882  1.13010
H  3.07678  6.97964  -0.01818
H  1.42178  7.50763  0.40720
Li  0.53754  7.02763  -1.14626
N  -3.11817  -4.55373  0.46687
C  -2.88034  -3.29508  0.85265
C  -1.85409  -2.51394  0.34691
C  -1.02058  -3.06819  -0.61276
C  -1.24444  -4.37096  -1.02857
C  -2.29993  -5.06585  -0.46330
H  -3.55617  -2.90741  1.60667
H  -1.71413  -1.50644  0.69485
H  -0.19956  -2.49345  -1.03872
H  -0.61443  -4.83670  -1.77495
H  -2.51679  -6.08658  -0.75937
O  -4.79761  -7.44390  0.44424
H  -5.67493  -7.22291  0.77945
H  -4.28328  -6.64080  0.58914
O  -4.15112  -0.31724  -5.97659
P  -3.58606  0.14847  -4.63373
O  -4.43746  1.30421  -4.10471
O  -2.13946  0.62488  -4.82472
O  -3.62232  -1.01181  -3.63560
Al  2.00139  9.99628  1.59382
F  0.84150  8.01835  -6.06845
Al  -0.80161  7.76985  -5.48211
F  -1.65898  9.30723  -5.44352
F  -0.72327  7.11564  -3.83390
F  -1.64607  6.63516  -6.52158
C  -6.60310  -9.82647  2.91206
Cl  -7.56519  -8.40330  2.48852
Cl  -5.89823  -9.64304  4.52367
Cl  -7.58968  -11.29082  2.82791
H  -5.79341  -9.91699  2.19267
Li  -0.28622  -0.86715  -1.55305

4.
A structure of composition C3H5O4Sr in a non-equilibrium geometry. Source: the Open Molecules 2025 dataset; level of theory: ωB97M-V/def2-TZVPD.

Summary:
highest occupied orbital energy: -13.35 eV
total charge: +1
strongest force on any atom: 3.81 eV Å⁻¹

Cartesian coordinates (Å):
O  -1.47938  -0.81205  0.12744
C  -0.52414  0.06794  0.26334
C  -0.91567  -2.14499  0.15088
O  -0.50962  1.12582  -0.35982
O  0.58127  -0.50077  0.67333
C  0.59859  -1.88418  0.23724
Sr  1.35263  2.52234  -1.60378
H  -1.21575  -2.61781  -0.79012
H  -1.31487  -2.69934  1.00324
H  1.02882  -2.30421  -0.67826
H  1.54023  -2.24507  0.85653
O  3.30374  1.87427  -0.98182
H  3.84369  1.19090  -1.37855

Taking the records one at a time from the top gives HOMO-LUMO gap values of 0.3288 0.2211 0.0734 0.3262 hartree.
Taking the records one at a time from the top gives ΔE to the lowest compared entry with this formula, charge and spin values of 93.6 13.5 0.0 55.9 kcal per mole.